# 1
Entry from the Open Molecules 2025 dataset: C28H49ClFeN7O4 as an isolated structure in a non-equilibrium geometry (ωB97M-V/def2-TZVPD).

Last column: Löwdin charge in e.
Geometry (Å):
1 O 16.7442 32.1078 -21.7028  -0.42
2 H 20.5692 29.9314 -19.6389  0.13
3 H 15.0363 32.8041 -17.3551  0.15
4 C 19.9659 35.6762 -20.4322  -0.12
5 C 16.9666 25.8748 -25.1858  -0.24
6 H 21.4701 35.2097 -21.9279  0.10
7 H 15.3259 32.7030 -27.3666  0.12
8 H 15.0956 30.2164 -26.7065  0.09
9 Fe 16.0140 34.0391 -22.1846  1.21
10 C 14.3862 33.5170 -17.8698  -0.13
11 C 21.2676 34.9784 -20.8832  -0.22
12 C 20.7147 29.6113 -17.5257  -0.25
13 C 14.8418 33.7548 -19.2170  -0.06
14 H 22.2907 29.4905 -26.1039  0.08
15 H 22.2069 33.0333 -21.0097  0.09
16 C 17.1956 27.2627 -24.6269  -0.11
17 H 20.0042 36.7402 -20.6728  0.15
18 H 13.4285 32.9881 -17.9035  0.15
19 H 19.1434 29.2733 -18.9871  0.12
20 H 20.0389 29.3288 -16.7135  0.11
21 H 16.6200 30.3356 -25.8337  0.06
22 H 18.2284 32.3170 -26.5011  0.12
23 H 22.1155 31.1492 -26.8248  0.09
24 H 13.3048 28.7575 -19.3694  0.11
25 O 18.7330 30.9677 -22.0961  -0.27
26 H 19.8952 35.5855 -19.3426  0.15
27 C 17.0048 33.3316 -25.1558  -0.07
28 H 22.0713 35.4415 -20.3110  0.13
29 H 15.2401 35.2146 -16.7881  0.12
30 C 16.1503 32.0503 -27.0820  -0.21
31 H 19.9169 32.4198 -24.1087  0.09
32 N 15.1733 33.9625 -20.3015  0.13
33 C 18.7697 35.0825 -20.9818  -0.07
34 H 17.4818 33.7995 -27.1138  0.15
35 C 15.5550 25.2664 -25.1586  -0.17
36 H 12.3734 35.5115 -17.7178  0.09
37 H 14.5330 29.4832 -21.4868  0.07
38 H 15.2534 27.2053 -22.1971  0.07
39 C 20.6091 32.3203 -24.9562  -0.21
40 H 15.5401 24.3174 -25.6909  0.12
41 H 21.2141 28.6664 -17.7489  0.12
42 N 17.7842 34.6483 -21.3632  0.14
43 C 22.1184 30.5442 -25.9122  -0.09
44 H 13.7647 34.5345 -16.0885  0.12
45 C 14.5035 26.1091 -25.7484  -0.25
46 H 15.2101 25.1186 -24.1308  0.11
47 H 22.0086 30.3688 -15.9590  0.08
48 N 22.6514 33.8100 -24.2827  0.17
49 H 13.5539 26.8184 -22.7091  0.08
50 H 19.9826 30.3640 -25.4460  0.10
51 H 20.1786 32.7422 -25.8629  0.10
52 H 22.5825 30.7502 -17.6009  0.08
53 H 12.8400 28.9956 -21.7307  0.12
54 C 13.8470 28.6384 -21.4869  -0.26
55 H 16.6270 28.0262 -25.1673  0.05
56 C 13.3831 35.9029 -17.6126  -0.09
57 H 17.5373 25.1795 -24.5631  0.11
58 C 12.7495 26.9037 -20.0585  -0.24
59 C 13.6860 28.0299 -20.0882  -0.19
60 H 18.2297 27.5978 -24.7240  0.07
61 H 17.3282 25.7497 -26.2078  0.11
62 C 17.3117 32.9055 -26.5105  -0.12
63 N 12.0247 26.0314 -20.0205  0.17
64 N 16.7518 33.6666 -24.0822  0.14
65 H 21.2371 31.6001 -16.7985  0.07
66 H 14.6615 27.6677 -19.7509  0.12
67 N 13.6680 26.7521 -26.1916  0.15
68 H 16.9276 27.2637 -23.5719  0.05
69 C 20.8965 30.8085 -25.0450  -0.24
70 C 21.2603 33.4705 -20.7012  -0.10
71 H 16.5141 31.6265 -28.0189  0.13
72 C 14.2846 27.5996 -22.5134  -0.11
73 C 21.7407 33.1692 -24.5841  -0.23
74 H 13.8192 36.3611 -18.5017  0.07
75 N 18.7262 32.3236 -18.5414  0.15
76 C 15.7473 30.9002 -26.1668  -0.09
77 C 19.9149 30.0159 -18.7685  -0.18
78 H 20.4735 33.0332 -21.3277  0.05
79 O 17.0833 29.9189 -20.8384  -0.22
80 H 21.0614 33.1492 -19.6780  0.06
81 H 13.3541 36.7251 -16.8977  0.09
82 H 23.0150 30.9777 -25.4564  0.08
83 C 19.2533 31.3065 -18.6465  -0.24
84 H 14.4622 28.0963 -23.4705  0.06
85 Cl 17.3337 30.7390 -21.9572  0.69
86 C 14.2657 34.7882 -17.0211  -0.23
87 H 21.0362 30.4008 -24.0444  0.11
88 H 15.2191 31.2626 -25.2823  0.07
89 O 16.7392 30.2998 -23.1676  -0.27
90 C 21.7010 30.6229 -16.9738  -0.10

- Molecular weight: 639.04 g mol⁻¹
- HOMO level (alpha / beta): -14.78 / -14.78 eV
- Net charge: +2
- Spin multiplicity: 6

---

# 2
Entry from the Open Molecules 2025 dataset: a 5-piece molecular cluster, C28H49ClN6O12 overall in a non-equilibrium geometry (ωB97M-V/def2-TZVPD).

Last column: Löwdin charge in e.
Geometry (Å):
1 N 2.5617 -0.1487 -3.3652  0.05
2 C -0.5626 3.4724 2.1305  0.03
3 H 0.7537 -5.6374 -2.1214  0.11
4 C 4.7340 1.1103 -3.2872  -0.22
5 C 3.2081 -4.5688 -1.6538  -0.15
6 H 0.5314 -1.5975 -1.2944  0.08
7 C -1.9589 3.3251 -2.2807  0.04
8 N -3.0261 4.2317 -2.7818  -0.45
9 H -2.2998 2.3055 -2.4294  0.09
10 H -9.6793 0.3304 1.2351  0.09
11 H -1.0591 3.5267 -2.8549  0.10
12 C 2.6354 0.0504 0.2272  -0.49
13 H -1.4105 1.0239 -0.4667  0.10
14 H 4.9725 2.4756 2.7036  0.08
15 O -3.3272 4.1302 -3.9507  0.07
16 H -5.1654 5.5679 3.3844  0.10
17 H 4.4160 1.4769 -2.3108  0.12
18 N -7.6823 0.9779 1.1693  -0.43
19 H 5.1367 -3.4732 1.1973  0.09
20 C 0.7140 -4.9593 -1.2734  -0.19
21 H -0.9583 3.6671 1.1377  0.09
22 H -2.1626 0.0717 0.7825  0.11
23 O -7.3864 3.8248 4.4141  0.06
24 C 3.4295 -3.7039 2.4274  -0.06
25 H 3.2996 -4.6535 1.9358  0.06
26 H 2.3007 -5.8547 -0.2016  0.11
27 O 5.3272 2.1917 -4.0050  -0.05
28 H 0.0277 -5.3927 -0.5494  0.11
29 H -1.9244 -2.9525 -0.2911  0.11
30 H -9.4046 1.9115 0.4444  0.10
31 H -0.8295 -3.7749 -2.1581  0.11
32 H 0.0169 2.5590 2.1442  0.02
33 H 3.2000 1.3601 -4.7384  0.13
34 C 3.7321 -2.2628 -0.6537  -0.10
35 C -5.8219 4.7922 3.0026  0.04
36 N -1.7196 3.3127 3.0518  -0.44
37 C 3.1605 -1.3962 -1.5082  -0.06
38 H -1.1855 -0.6224 -1.9127  0.10
39 O -3.4123 0.8681 -0.7073  -0.19
40 H 5.6770 0.9102 2.5659  0.08
41 H -4.5428 1.9232 0.6792  0.07
42 O -2.4764 4.2559 3.1502  0.06
43 H -6.0929 4.9833 1.9689  0.10
44 C 2.6088 -0.2420 -1.0672  -0.16
45 C 2.0951 -4.8801 -0.6361  -0.20
46 O -1.8301 2.2588 3.6388  0.07
47 H 5.5100 0.3662 -3.1081  0.12
48 O -3.5227 5.0091 -1.9927  0.06
49 H 4.6779 1.6012 1.2274  0.06
50 C -1.8551 -0.9522 -1.1235  -0.15
51 H 4.9899 -4.0220 -0.5502  0.10
52 N -7.0768 4.8262 3.8026  -0.45
53 C 2.0165 0.5060 -2.2488  -0.36
54 C -4.4146 0.9195 0.3024  -0.09
55 H 2.2732 -0.5851 2.9965  0.14
56 C 2.9719 -1.4619 -3.0113  -0.31
57 H 4.8208 -3.2893 -2.1066  0.12
58 C 4.2726 -3.5535 -1.2068  -0.10
59 O 1.2593 1.4541 -2.2614  0.10
60 H 3.7299 -5.4941 -1.8712  0.11
61 C -2.1951 0.2853 -0.2825  -0.24
62 C 4.7942 1.4814 2.3070  -0.13
63 O -7.7105 5.8590 3.7869  0.06
64 H 0.0244 4.3135 2.4875  0.11
65 O -7.3439 -0.1803 1.0603  0.08
66 H -2.7886 -1.2291 -1.5973  0.12
67 C 3.2358 -0.7384 1.1383  -0.17
68 O 3.1204 -2.3837 -3.7843  0.14
69 H -5.3694 3.8146 3.1110  0.08
70 O -6.9355 1.9347 1.2028  0.05
71 C -9.1384 1.2678 1.2771  0.05
72 C 3.7851 -1.9006 0.6732  -0.11
73 C 4.4440 -2.8061 1.6842  -0.17
74 H 0.7773 -3.3733 -2.6722  0.09
75 H -1.1387 -1.7367 0.7081  0.10
76 H 5.0298 -2.2337 2.3851  0.10
77 H 2.1120 -4.1695 0.1761  0.06
78 Cl 1.8219 1.5268 0.7077  0.83
79 H 2.8529 1.5702 2.9621  0.05
80 C 3.2799 -0.4122 2.6194  -0.17
81 H -5.3451 0.6394 -0.1626  0.06
82 H 3.7653 -3.8439 3.4458  0.08
83 H 2.4717 -3.1912 2.4524  0.08
84 H 4.0242 -0.1616 -4.8216  0.13
85 C 3.6008 0.5560 -4.1331  -0.09
86 H -4.2450 0.2239 1.1177  0.09
87 C 0.1842 -3.6269 -1.7994  -0.18
88 H 5.7334 2.7650 -3.3532  0.08
89 C 0.1578 -2.4805 -0.7939  -0.18
90 H -9.2985 1.7716 2.2259  0.10
91 H 0.7794 -2.6556 0.0795  0.10
92 H -1.8011 3.5289 -1.2281  0.08
93 N 3.6368 0.9474 2.9921  -0.14
94 C -1.2486 -2.1039 -0.3073  -0.17
95 H 3.9245 -1.0732 3.1754  0.10
96 H 2.7298 -4.2837 -2.5802  0.08

- Molecular weight: 697.18 g mol⁻¹
- HOMO level: -9.27 eV
- Spin multiplicity: 1